(1)
This record from OMol25 describes one molecule with the formula CH3IOS2. The level of theory is the ωB97M-V functional and the def2-TZVPD basis.

XYZ file:
```
8
Properties=species:S:1:pos:R:3:mulliken_charge:R:1
C -0.0682 0.7615 0.1172 -0.845
O 2.0975 -1.0601 0.6208 -0.420
S -0.3216 -0.6668 -0.9842 -0.069
S 1.3282 -1.8399 -0.3563 0.396
I -3.1559 -0.3955 -0.6340 -0.104
H 0.1785 0.2839 1.0195 0.373
H -0.8774 1.5378 0.3961 0.339
H 0.8189 1.3792 -0.1791 0.331
```

Output
Total energy in a.u.: -1209.13758
Lowest unoccupied orbital energy (spin up / spin down) in eV: -2.49 / -1.66

=====

(2)
This record from OMol25 describes a 7-piece molecular cluster, C5H24N2O7 overall. The level of theory is the ωB97M-V functional and the def2-TZVPD basis.

XYZ file:
```
38
Properties=species:S:1:pos:R:3:mulliken_charge:R:1
N 1.5990 -0.0819 2.2640 -0.433
C 0.2548 0.1353 1.7845 -0.029
C -0.5527 1.1375 2.1626 -0.213
C -1.7763 1.6140 1.3802 -0.798
C -2.3831 0.5032 0.4590 0.273
N -3.7971 0.1978 0.4186 -0.660
C -1.8918 0.9413 -1.0350 -0.347
O -2.6885 0.2123 -1.9443 -0.531
H 1.6721 -1.0066 2.6696 0.251
H 1.7617 0.6195 2.9792 0.203
H -0.0105 -0.6810 1.1214 -0.025
H -0.2745 1.8003 2.9875 0.262
H -2.4966 2.0697 2.0715 0.357
H -1.5116 2.4630 0.7432 0.290
H -1.7944 -0.3775 0.6393 0.259
H -4.3565 0.6733 -0.2743 0.211
H -4.3090 0.2995 1.2844 0.216
H -0.8713 0.5199 -0.9968 -0.068
H -1.8982 2.0104 -1.1043 0.509
H -2.4690 0.5360 -2.8208 0.327
O 3.4465 -2.0359 -0.8599 -0.669
H 3.4182 -2.5915 -1.6486 0.306
H 2.8013 -2.4506 -0.2657 0.366
O 1.6051 -0.4322 -2.4623 -0.716
H 2.1273 -1.2433 -2.2973 0.271
H 1.9088 0.0030 -1.6220 0.538
O 0.4947 3.0805 -2.6134 -0.631
H 0.6049 3.0440 -1.6705 0.299
H 0.6098 2.2313 -3.0672 0.321
O 1.5881 -3.2413 1.9281 -0.649
H 0.7445 -2.7618 2.0110 0.309
H 1.4164 -3.8800 1.2395 0.303
O 2.4818 0.9604 -0.2888 -0.737
H 1.8723 1.1832 0.4255 0.359
H 2.9515 0.1676 0.0029 0.347
O 0.0068 -2.0519 -0.8444 -0.597
H 0.3943 -1.2555 -1.2702 0.226
H -0.6788 -2.3120 -1.4864 0.300
```

Output
Total energy in a.u.: -841.03791
Lowest unoccupied orbital energy in eV: 0.24

=====

Number 1: maximum force 0.0459 Eh/bohr. Number 2: maximum force 0.0748 Eh/bohr.